[1]
The following is a quantum chemistry calculation of a gas-phase ion, C6H16N2O2P (charge +1) in a non-equilibrium geometry, from the Open Molecules 2025 dataset.

Values from the calculation:
Strongest force on any atom (eV Å⁻¹): 4.1
Total energy (eV): -22836.2314
SMILES: COCP1NCC[N@+]1(C)CO
Energy relative to the best compared isomer or geometry (same formula, charge and spin) (kcal per mole): 41.2
Total charge: +1

Last column: Mulliken charge in e.
Cartesian coordinates (Å):
C: 1.11 0.42 -1.72  -1.384
H: 1.97 -0.14 -2.24  0.439
H: -2.76 1.33 0.30  0.527
H: -0.64 0.15 2.82  0.299
H: 1.03 1.44 -1.97  0.452
C: -3.31 -0.77 -0.68  -0.775
H: 2.51 1.01 1.97  0.374
H: -0.70 -1.66 0.87  0.208
H: 0.38 -0.20 -2.10  0.441
O: -1.98 -0.45 -0.30  -0.176
H: -4.09 -0.45 0.18  0.305
C: -1.84 0.95 -0.17  -0.691
P: -0.26 1.33 0.86  -0.026
H: 2.23 -1.31 0.60  0.342
N: -0.15 0.07 1.92  -0.245
H: 0.56 -2.10 2.03  0.395
O: 3.05 0.60 1.26  -0.454
C: 1.24 -1.02 0.17  -0.420
H: -3.75 -0.25 -1.56  0.326
H: 3.31 0.67 -0.72  0.327
C: 2.53 1.08 0.11  -0.480
H: 2.22 2.13 -0.10  0.387
H: 0.96 -1.61 -0.75  0.359
C: 0.17 -1.26 1.33  -0.441
N: 1.18 0.41 -0.23  0.313
H: -1.73 1.61 -1.06  0.377
H: -3.25 -1.97 -0.83  0.221

[2]
The following is a quantum chemistry calculation of 2 unconnected molecules or ions with the total composition C3H10OS2 in a non-equilibrium geometry, from the Open Molecules 2025 dataset.

Values from the calculation:
Strongest force on any atom (eV Å⁻¹): 4.9
Total energy (eV): -26990.3046
SMILES: CCSSC.O
Energy relative to the best compared isomer or geometry (same formula, charge and spin) (kcal per mole): 22.7

Last column: Mulliken charge in e.
Cartesian coordinates (Å):
H: 1.29 0.31 2.20  0.346
H: 2.43 1.35 1.31  0.282
H: -0.36 -0.67 -3.61  0.269
H: 1.21 -0.59 -2.60  0.259
H: -0.57 -1.91 1.89  0.287
H: -0.27 -1.94 -1.15  0.231
S: -1.12 0.09 -0.08  -0.193
H: -1.65 -1.30 -2.07  0.416
H: 0.62 -2.44 2.64  0.275
H: 1.97 -0.35 0.83  0.251
H: -0.01 0.69 -2.51  0.367
O: 0.31 -1.65 2.22  -0.547
C: 1.55 0.61 1.27  -0.778
C: -0.78 -1.02 -1.55  -0.351
S: 0.33 1.44 0.24  -0.075
C: 0.13 -0.32 -2.59  -1.039

[3]
The following is a quantum chemistry calculation of a molecular structure, C30H39N4OPRuS in a non-equilibrium geometry, from the Open Molecules 2025 dataset.

Values from the calculation:
Strongest force on any atom (eV Å⁻¹): 1.4
Total energy (eV): -62434.2547
Energy relative to the best compared isomer or geometry (same formula, charge and spin) (kcal per mole): 0.0
Total charge: +3
Multiplicity: 2
⟨S²⟩: 0.755

Last column: Löwdin spin population.
Cartesian coordinates (Å):
C: -2.63 -0.55 3.29  0.002
H: -2.32 -2.10 2.02  0.002
H: 4.24 -0.13 1.91  0.000
H: -2.23 -1.10 -1.67  0.000
H: 0.44 0.43 -6.77  0.000
C: 3.54 3.27 -0.89  0.001
C: 1.91 2.60 -2.52  0.001
C: -0.07 -0.79 -1.64  0.001
C: -2.22 1.98 -5.34  0.000
H: -5.76 -0.33 0.54  0.000
H: 4.94 -0.23 3.52  0.000
C: -1.18 -2.88 -1.09  -0.001
H: -0.82 1.59 2.44  0.000
H: -4.71 -1.97 2.23  0.000
H: -3.72 3.16 -0.06  0.000
C: 1.21 -2.79 -1.29  -0.002
N: -1.75 1.40 2.06  -0.011
N: 2.11 -1.78 2.49  0.035
C: -1.39 1.47 -6.32  0.000
C: -4.84 -0.13 1.09  0.000
H: 0.11 -4.58 -0.83  0.000
C: -3.59 2.44 0.74  0.001
N: -2.75 -1.18 1.94  0.014
H: 5.14 -2.69 3.33  0.000
H: 3.27 2.49 1.09  0.000
H: 3.01 -1.52 4.35  0.001
C: -2.63 0.96 3.19  0.000
H: -4.44 2.54 1.41  0.000
C: 1.25 1.83 -1.56  0.002
H: -2.52 2.23 -3.23  0.000
H: 2.72 -3.70 2.99  0.001
C: -4.15 -1.43 1.46  0.000
H: 3.55 3.90 -2.94  0.000
O: -1.40 1.31 -0.98  0.060
C: 4.32 -0.76 2.80  0.001
H: -4.07 -2.07 0.59  0.000
H: 3.96 -2.37 0.53  0.000
H: 1.97 -3.57 1.40  0.000
C: 0.15 0.68 -4.66  0.000
C: 4.05 -2.90 1.48  0.001
C: 3.05 3.31 -2.19  0.000
H: -1.66 1.59 -7.37  0.000
N: 0.04 -0.88 1.53  0.031
C: 2.67 -3.10 2.09  0.002
H: -5.10 0.47 1.96  0.000
C: 2.95 -0.96 3.41  0.002
P: -0.25 0.98 -1.97  0.009
H: 1.08 0.17 -4.41  0.000
C: -0.69 1.19 -3.67  0.001
C: -1.26 -1.52 -1.40  0.002
C: 0.05 -3.51 -1.03  0.003
H: -2.28 1.40 4.13  0.000
C: 2.88 2.51 0.08  0.001
C: -0.20 0.82 -5.99  0.000
H: -2.09 -3.46 -0.96  0.000
H: -1.50 2.96 0.70  0.000
C: 4.96 -2.10 2.42  0.000
H: -3.14 2.48 -5.61  0.000
C: 1.75 1.80 -0.25  0.001
C: -1.88 1.83 -4.00  0.000
C: 1.04 -1.32 1.97  0.017
Ru: -1.56 -0.07 0.61  0.807
H: -3.62 1.36 3.02  0.000
H: 4.48 -3.88 1.27  0.000
H: 4.42 3.83 -0.63  0.000
H: -3.44 -0.89 3.95  0.001
H: 2.07 -0.87 -1.74  0.000
C: 1.16 -1.43 -1.57  0.003
H: -1.69 -0.90 3.71  0.000
H: 5.93 -1.94 1.96  0.000
H: 1.26 1.20 0.52  0.001
H: -2.34 3.45 2.18  0.000
C: -2.24 2.66 1.43  0.000
H: 1.52 2.65 -3.53  0.000
H: 2.17 -3.30 -1.29  0.000
H: 2.43 -0.02 3.60  0.000
S: -3.71 0.78 -0.01  0.011